Entry 1:
Formula: C3H7N3O
Source: OMol25
Level of theory: ωB97M-V/def2-TZVPD

Element x y z (Å)
1 C -0.8427 -0.0853 -0.8317
2 H -1.9471 -0.7314 -1.2664
3 H -1.3936 0.1386 0.2400
4 C 1.1041 1.0622 0.5531
5 N 0.7354 1.7204 -0.4577
6 N -0.2639 1.1125 -1.2812
7 O -0.4576 -0.4540 1.8578
8 H -0.3683 -2.0837 -0.0039
9 N 0.8045 -0.3912 0.8816
10 C 0.1740 -1.1159 -0.1483
11 H 0.8314 -1.5157 -0.8802
12 H 1.6847 1.8310 1.0772
13 H -0.1850 1.2804 -2.3032
14 H 0.1241 -0.7678 2.5632

The calculation puts the relative energy (zero: lowest compared OMol25 entry of this formula, charge and spin) at 669.3 kJ/mol. The total energy is -9736.096 eV. The gap between HOMO and LUMO comes out at 9.50 eV. As for the total charge: 0. Its HOMO energy is -8.6 eV.



Entry 2:
Formula: C3H7N3O
Source: OMol25
Level of theory: ωB97M-V/def2-TZVPD

Element x y z (Å)
1 C 0.1649 0.1189 -0.4417
2 H -1.2039 0.0368 1.1596
3 H 3.0158 -0.8183 0.3517
4 H -2.0592 -0.1426 -1.6535
5 N -3.3485 -0.3489 0.0188
6 N -1.0917 0.0639 0.1554
7 C -2.2439 -0.1574 -0.5775
8 H 2.5710 0.1435 -1.0774
9 H 1.0010 0.2045 1.4346
10 N 1.1953 0.2442 0.4468
11 C 2.5711 0.1250 0.0130
12 H 3.1734 0.9593 0.3854
13 H -4.0886 -0.4940 -0.6637
14 O 0.3094 0.0666 -1.6517

The calculation puts the relative energy (zero: lowest compared OMol25 entry of this formula, charge and spin) at 10.0 kJ/mol. The total energy is -9742.930 eV. The gap between HOMO and LUMO comes out at 10.39 eV. As for the total charge: 0. Its HOMO energy is -9.6 eV.



Entry 3:
Formula: C3H7N3O
Source: OMol25
Level of theory: ωB97M-V/def2-TZVPD

Element x y z (Å)
1 H 2.1893 1.2031 -0.1207
2 H -1.6034 -1.7580 -0.5921
3 H 2.0951 -0.4619 0.2742
4 H -2.0718 0.9853 -0.1775
5 N -0.3900 1.5587 0.1446
6 C 0.1482 0.4337 -0.2219
7 C -0.5575 -1.1121 0.3133
8 H 0.5556 -1.4840 1.9592
9 H 1.9341 0.0164 -1.3835
10 C 1.6357 0.2926 -0.3691
11 N -1.3927 -0.6251 -0.9099
12 H 0.2788 2.3313 0.0913
13 N -0.3314 -1.5197 1.4629
14 O -2.4898 0.1399 -0.4709

The calculation puts the relative energy (zero: lowest compared OMol25 entry of this formula, charge and spin) at 917.5 kJ/mol. The total energy is -9733.524 eV. The gap between HOMO and LUMO comes out at 7.80 eV. As for the total charge: 0. Its HOMO energy is -7.5 eV.



Entry 4:
Formula: C3H7N3O
Source: OMol25
Level of theory: ωB97M-V/def2-TZVPD

Element x y z (Å)
1 H 0.5971 -1.8801 -0.9765
2 H 0.9452 0.1101 2.0652
3 N 0.0115 -1.0558 -1.0949
4 O 0.2273 -1.8644 1.6700
5 C 0.3077 -0.1175 -0.0296
6 N -0.8348 0.4639 0.6635
7 C 0.4208 -0.5221 1.3581
8 H 0.5373 2.1179 0.3193
9 H -1.2183 1.0278 -1.8085
10 H 0.0265 2.0331 -2.0947
11 N -0.6889 1.8003 -1.4100
12 H -0.9473 -1.3789 -0.9753
13 H 0.6949 -2.0986 2.4868
14 C -0.0791 1.3644 -0.1736

The calculation puts the relative energy (zero: lowest compared OMol25 entry of this formula, charge and spin) at 399.6 kJ/mol. The total energy is -9738.892 eV. The gap between HOMO and LUMO comes out at 9.25 eV. As for the total charge: 0. Its HOMO energy is -8.8 eV.



Which of these has the highest HOMO? number 3



Which of these has the lowest relative energy (zero: lowest compared OMol25 entry of this formula, charge and spin)? number 2